No. 1
This record from OMol25 describes C10H31BrFeO6 as an isolated structure in a non-equilibrium geometry. The level of theory is ωB97M-V with the def2-TZVPD basis set.

Last column: Mulliken spin population.
Atoms and positions in Å:
1 Fe -0.343 0.837 0.099  3.808
2 O -1.334 -0.536 -0.928  0.082
3 H -1.264 -1.298 -1.475  0.001
4 Br 0.855 2.875 1.319  0.052
5 C -4.491 1.560 1.016  0.001
6 C -3.531 1.804 -0.111  0.003
7 O -2.200 2.074 0.338  0.004
8 H -4.491 2.425 1.690  0.000
9 H -4.353 0.632 1.568  0.000
10 H -5.518 1.553 0.640  0.000
11 H -3.940 2.584 -0.761  0.000
12 H -3.482 0.906 -0.730  0.000
13 H -2.345 2.853 0.892  0.003
14 C 1.724 2.014 -3.799  0.001
15 C 1.397 2.365 -2.354  0.005
16 O 0.382 1.491 -1.839  0.008
17 H 0.876 1.981 -4.484  0.000
18 H 2.301 1.090 -3.872  0.000
19 H 2.446 2.734 -4.194  0.000
20 H 1.056 3.397 -2.253  0.000
21 H 2.298 2.295 -1.746  0.000
22 H -0.150 1.259 -2.607  0.000
23 C 1.222 -3.739 -0.515  0.000
24 C 0.675 -3.374 -1.896  0.000
25 O 0.805 -1.949 -2.054  0.002
26 H 0.730 -3.165 0.273  0.000
27 H 2.287 -3.514 -0.475  0.000
28 H 1.065 -4.774 -0.201  0.000
29 H -0.401 -3.534 -2.022  0.000
30 H 1.146 -3.845 -2.756  0.000
31 H 0.042 -1.443 -1.665  0.004
32 C 3.850 -0.776 0.216  0.001
33 C 2.557 -0.543 0.976  0.003
34 O 1.463 -0.309 0.075  0.005
35 H 4.702 -1.206 0.735  0.001
36 H 4.117 0.183 -0.237  0.000
37 H 3.641 -1.410 -0.651  0.000
38 H 2.542 0.343 1.610  0.000
39 H 2.298 -1.405 1.600  0.000
40 H 1.494 -0.969 -0.646  -0.003
41 C -0.789 -0.533 4.215  0.001
42 C -1.402 0.404 3.192  0.006
43 O -1.090 -0.180 1.905  0.009
44 H -0.583 -0.098 5.198  0.000
45 H 0.179 -0.900 3.881  0.000
46 H -1.415 -1.393 4.471  0.000
47 H -0.911 1.377 3.281  0.000
48 H -2.421 0.772 3.333  0.000
49 H -1.695 -0.914 1.750  0.004

## Properties
* total charge: 0
* E_HOMO (spin up / spin down): -8.32 / -7.65 eV
* <S²>: 6.006
* LUMO level (spin up / spin down): 0.63 / 0.63 eV
* M: 383.1 u
* multiplicity: 5
* ΔE to the lowest compared entry with this formula, charge and spin: 0.0 kcal/mol

---

No. 2
This record from OMol25 describes a 6-piece molecular cluster, C10H33O11 overall in a non-equilibrium geometry. The level of theory is ωB97M-V with the def2-TZVPD basis set.

Last column: Mulliken charge in e.
Atoms and positions in Å:
1 O -11.923 -17.000 1.684  -0.016
2 H -12.592 -16.522 2.180  0.506
3 H -11.419 -16.305 1.254  0.271
4 H -11.463 -17.436 2.405  0.219
5 C -9.360 -18.412 -1.871  -0.534
6 C -10.632 -18.670 -1.054  -0.375
7 O -11.622 -17.759 -1.211  -0.458
8 O -9.655 -18.366 -3.277  -0.547
9 H -8.801 -19.337 -1.729  0.467
10 H -8.796 -17.564 -1.481  0.261
11 H -10.305 -18.743 -0.016  0.024
12 H -10.981 -19.695 -1.179  0.549
13 H -11.936 -17.959 -2.096  0.340
14 H -8.830 -18.671 -3.661  0.333
15 C -15.174 -17.726 0.846  -0.329
16 C -16.682 -17.824 1.130  -0.621
17 O -17.347 -17.142 0.172  -0.491
18 O -14.573 -16.486 1.278  -0.448
19 H -14.994 -17.881 -0.218  0.271
20 H -14.737 -18.662 1.194  0.375
21 H -16.961 -17.394 2.092  0.322
22 H -16.972 -18.866 1.267  0.357
23 H -18.199 -16.929 0.559  0.337
24 H -15.149 -15.769 1.001  0.267
25 C -12.573 -15.411 6.216  -0.611
26 C -11.943 -16.398 5.115  0.102
27 O -12.999 -16.961 4.332  -0.455
28 O -12.634 -14.101 5.819  -0.508
29 H -11.902 -15.471 7.073  0.369
30 H -13.524 -15.825 6.550  0.316
31 H -11.320 -16.975 5.798  0.134
32 H -11.382 -15.818 4.382  0.099
33 H -13.540 -17.608 4.789  0.273
34 H -13.551 -13.904 5.613  0.312
35 C -10.428 -14.798 -1.524  0.136
36 C -10.950 -14.182 -0.244  -0.665
37 O -10.585 -14.793 0.933  -0.481
38 O -9.269 -13.962 -1.892  -0.564
39 H -11.179 -14.813 -2.315  0.388
40 H -10.074 -15.807 -1.318  -0.249
41 H -12.037 -14.173 -0.313  0.288
42 H -10.794 -13.105 -0.308  0.514
43 H -10.475 -14.071 1.556  0.261
44 H -9.026 -14.278 -2.766  0.307
45 C -9.079 -18.047 3.662  -0.441
46 C -8.367 -16.844 2.938  -0.150
47 O -8.472 -15.559 3.560  -0.536
48 O -10.224 -18.431 2.927  -0.544
49 H -9.347 -17.912 4.710  0.214
50 H -8.328 -18.831 3.563  0.425
51 H -8.866 -16.756 1.973  -0.024
52 H -7.309 -17.093 2.851  0.451
53 H -7.802 -14.944 3.252  0.302
54 H -10.254 -19.384 2.819  0.256

## Properties
* total charge: +1
* E_HOMO: -12.39 eV
* LUMO level: -2.30 eV
* M: 329.4 u
* ΔE to the lowest compared entry with this formula, charge and spin: 35.9 kcal/mol

---

No. 3
This record from OMol25 describes a 7-piece molecular cluster, C10H34N4O11 overall in a non-equilibrium geometry. The level of theory is ωB97M-V with the def2-TZVPD basis set.

Last column: Mulliken charge in e.
Atoms and positions in Å:
1 N 3.638 0.184 0.440  -0.267
2 C 4.548 -0.828 0.496  0.696
3 N 5.525 -0.680 -0.465  -0.435
4 O 4.451 -1.813 1.215  -0.635
5 H 2.842 0.199 1.050  0.164
6 H 3.742 0.917 -0.230  0.139
7 H 5.622 0.046 -1.146  0.156
8 H 6.140 -1.458 -0.634  0.218
9 N 0.159 4.399 1.337  -0.370
10 C -0.366 5.104 0.322  0.629
11 N -1.202 6.115 0.713  -0.432
12 O -0.173 4.864 -0.874  -0.647
13 H -0.360 4.301 2.200  0.211
14 H 0.709 3.604 1.057  0.195
15 H -1.559 6.189 1.648  0.194
16 H -1.776 6.555 0.016  0.225
17 O 1.845 -5.004 -2.158  -0.580
18 C 1.977 -3.614 -1.863  -0.057
19 C 0.769 -2.958 -2.558  -0.120
20 O 0.988 -2.865 -3.949  -0.571
21 H 2.612 -5.491 -1.837  0.296
22 H 2.221 -3.214 -0.876  0.086
23 H 2.832 -3.228 -2.435  0.321
24 H 0.689 -1.950 -2.150  0.052
25 H -0.171 -3.455 -2.307  0.214
26 H 1.158 -3.741 -4.309  0.350
27 O -1.073 2.887 3.395  -0.558
28 C -2.191 2.239 2.782  -0.738
29 C -1.745 1.213 1.725  0.594
30 O -1.641 -0.123 2.245  -0.614
31 H -0.773 2.315 4.107  0.302
32 H -2.884 1.882 3.544  0.418
33 H -2.799 2.932 2.197  0.310
34 H -0.825 1.504 1.231  0.053
35 H -2.585 1.093 1.038  -0.302
36 H -1.059 -0.597 1.631  0.388
37 O 0.001 -1.996 0.601  -0.392
38 C 1.022 -2.315 1.539  0.602
39 C 0.931 -3.798 1.857  -0.613
40 O -0.282 -4.252 2.435  -0.558
41 H -0.662 -2.694 0.697  0.184
42 H 1.978 -2.094 1.061  -0.536
43 H 0.844 -1.698 2.429  0.331
44 H 1.676 -4.058 2.620  0.368
45 H 1.221 -4.408 0.995  0.249
46 H -0.720 -4.870 1.847  0.331
47 O -5.051 2.151 -1.853  -0.500
48 C -4.269 1.189 -2.555  -0.463
49 C -2.974 0.880 -1.795  -0.103
50 O -2.007 1.933 -1.772  -0.378
51 H -5.978 1.905 -1.873  0.295
52 H -4.796 0.231 -2.514  0.346
53 H -4.111 1.555 -3.570  0.307
54 H -2.469 -0.032 -2.125  0.237
55 H -3.271 0.736 -0.756  0.183
56 H -2.077 2.398 -2.612  0.248
57 O 0.933 0.638 -0.279  -0.448
58 H 0.501 -0.216 -0.410  0.225
59 H 0.277 1.292 -0.563  0.197

## Properties
* total charge: 0
* SMILES: NC(N)=O.NC(N)=O.OCCO.OCCO.OCCO.OCCO.O
* E_HOMO: -9.42 eV
* LUMO level: 0.40 eV
* M: 386.4 u
* ΔE to the lowest compared entry with this formula, charge and spin: 22.6 kcal/mol

---

No. 4
This record from OMol25 describes a 7-piece molecular cluster, C10H34O12 overall in a non-equilibrium geometry. The level of theory is ωB97M-V with the def2-TZVPD basis set.

Last column: Mulliken charge in e.
Atoms and positions in Å:
1 O -4.746 -2.498 3.568  -0.551
2 C -3.710 -2.565 2.626  -0.367
3 C -3.626 -1.188 1.948  -0.522
4 O -3.011 -1.358 0.689  -0.486
5 H -4.366 -2.112 4.344  0.322
6 H -2.826 -2.927 3.152  0.272
7 H -3.973 -3.381 1.955  0.296
8 H -3.128 -0.478 2.650  0.263
9 H -4.564 -0.712 1.827  0.463
10 H -3.602 -1.790 0.163  0.326
11 O 3.987 -2.305 1.293  -0.563
12 C 2.862 -1.499 1.575  0.010
13 C 2.705 -0.835 3.003  -0.482
14 O 3.393 0.363 2.921  -0.531
15 H 4.584 -2.257 2.048  0.342
16 H 2.716 -0.903 0.699  0.172
17 H 1.972 -2.160 1.537  -0.008
18 H 2.818 -1.567 3.745  0.530
19 H 1.729 -0.487 3.292  0.180
20 H 3.127 0.838 3.785  0.349
21 O 0.046 -0.299 -3.305  -0.542
22 C -1.060 -1.174 -3.429  -0.615
23 C -2.077 -0.742 -2.386  0.498
24 O -3.027 -1.761 -2.430  -0.542
25 H 0.091 -0.141 -2.369  0.365
26 H -1.532 -1.239 -4.440  0.351
27 H -0.656 -2.140 -3.181  0.324
28 H -2.530 0.248 -2.427  0.166
29 H -1.602 -0.738 -1.413  -0.275
30 H -3.057 -2.106 -3.305  0.292
31 O 3.223 3.037 -4.712  -0.540
32 C 2.620 2.303 -3.659  -0.182
33 C 3.059 2.863 -2.308  -0.525
34 O 2.207 2.412 -1.184  -0.305
35 H 3.968 3.468 -4.304  0.299
36 H 1.561 2.036 -3.717  0.252
37 H 3.064 1.345 -3.838  0.250
38 H 3.078 3.960 -2.398  0.288
39 H 4.147 2.519 -2.155  0.285
40 H 2.775 2.204 -0.492  0.212
41 O -0.465 2.033 -1.061  -0.423
42 C -1.035 1.839 0.175  -0.456
43 C -0.208 2.141 1.355  0.263
44 O -0.774 1.500 2.507  -0.632
45 H -0.268 2.943 -1.080  0.230
46 H -1.949 2.362 0.104  0.674
47 H -1.295 0.744 0.176  -0.187
48 H -0.104 3.274 1.545  0.281
49 H 0.750 1.546 1.346  -0.083
50 H -0.609 0.528 2.399  0.324
51 O -0.555 -1.078 1.572  -0.411
52 H -0.463 -1.971 1.721  0.284
53 H -1.457 -1.086 1.296  0.084
54 O 0.812 -0.508 -0.735  -0.763
55 H 0.586 0.415 -0.711  0.322
56 H 0.393 -0.919 0.025  0.419

## Properties
* total charge: 0
* SMILES: OCCO.OCCO.OCCO.OCCO.OCCO.O.O
* E_HOMO: -9.47 eV
* LUMO level: 0.23 eV
* M: 346.4 u
* ΔE to the lowest compared entry with this formula, charge and spin: 85.1 kcal/mol

---

No. 5
This record from OMol25 describes a 8-piece molecular cluster, C10H36N4O8 overall in a non-equilibrium geometry. The level of theory is ωB97M-V with the def2-TZVPD basis set.

Last column: Mulliken charge in e.
Atoms and positions in Å:
1 N -13.719 5.052 -16.232  -0.050
2 C -13.135 5.019 -15.002  0.441
3 N -12.993 3.774 -14.465  0.034
4 O -12.547 5.992 -14.525  -0.857
5 H -13.707 5.903 -16.767  0.167
6 H -14.122 4.206 -16.600  0.117
7 H -13.590 3.035 -14.799  0.157
8 H -12.660 3.727 -13.519  0.038
9 N -13.552 8.499 -16.385  -0.196
10 C -14.486 9.293 -15.789  0.564
11 N -15.067 10.235 -16.627  -0.429
12 O -14.878 9.159 -14.647  -0.623
13 H -13.300 8.594 -17.351  0.115
14 H -12.995 7.901 -15.792  0.145
15 H -15.964 10.547 -16.304  0.239
16 H -14.857 10.301 -17.606  0.172
17 C -11.122 1.291 -16.590  -1.089
18 C -11.322 0.053 -17.455  0.783
19 C -11.006 -1.239 -16.739  -1.517
20 O -12.676 0.082 -17.938  -0.567
21 H -11.604 1.059 -15.629  0.248
22 H -11.667 2.173 -16.924  0.007
23 H -10.080 1.538 -16.406  0.476
24 H -10.641 0.125 -18.314  0.121
25 H -11.661 -1.458 -15.897  0.395
26 H -9.964 -1.218 -16.411  0.374
27 H -10.991 -2.048 -17.478  0.446
28 H -12.991 -0.827 -17.970  0.294
29 C -10.262 3.717 -11.609  -0.390
30 O -10.971 2.918 -10.645  -0.568
31 H -10.039 3.208 -12.548  0.266
32 H -10.958 4.517 -11.873  0.076
33 H -9.383 4.170 -11.156  0.304
34 H -10.497 2.089 -10.539  0.290
35 C -15.628 2.309 -17.373  -0.833
36 O -14.250 2.276 -17.020  -0.399
37 H -15.788 2.800 -18.337  0.282
38 H -16.012 1.293 -17.501  0.358
39 H -16.197 2.799 -16.586  0.275
40 H -13.857 1.427 -17.262  0.272
41 C -12.615 4.905 -19.167  -0.419
42 O -12.676 6.290 -18.855  -0.500
43 H -12.484 4.753 -20.242  0.430
44 H -11.765 4.410 -18.686  0.215
45 H -13.523 4.412 -18.836  -0.032
46 H -12.132 6.774 -19.480  0.291
47 C -9.194 7.631 -14.293  -0.624
48 O -10.572 7.869 -14.370  -0.430
49 H -8.844 7.278 -13.312  0.236
50 H -8.874 6.880 -15.029  0.258
51 H -8.623 8.536 -14.505  0.253
52 H -11.013 7.006 -14.344  0.421
53 C -14.103 4.932 -10.907  -0.670
54 O -13.535 3.833 -11.590  -0.460
55 H -14.273 4.724 -9.847  0.312
56 H -13.452 5.817 -10.936  0.253
57 H -15.009 5.236 -11.423  0.262
58 H -12.717 3.579 -11.142  0.265

## Properties
* total charge: 0
* SMILES: NC(N)=O.NC(N)=O.CC(C)O.CO.CO.CO.CO.CO
* E_HOMO: -9.14 eV
* LUMO level: 0.35 eV
* M: 340.4 u
* ΔE to the lowest compared entry with this formula, charge and spin: 2.3 kcal/mol

---

No. 6
This record from OMol25 describes a 8-piece molecular cluster, C10H36N6O8 overall in a non-equilibrium geometry. The level of theory is ωB97M-V with the def2-TZVPD basis set.

Last column: Mulliken charge in e.
Atoms and positions in Å:
1 N -2.641 1.886 2.216  -0.348
2 C -1.519 1.212 2.141  0.273
3 N -0.767 1.554 1.069  0.038
4 O -1.296 0.083 2.930  -0.658
5 H -3.378 1.350 2.674  0.283
6 H -2.576 2.891 2.550  0.354
7 H 0.074 0.946 0.845  0.025
8 H -1.153 2.138 0.375  0.278
9 N 1.648 -1.031 1.954  -0.079
10 C 1.946 0.089 1.345  0.494
11 N 1.294 0.118 0.194  -0.077
12 O 2.664 1.147 1.810  -0.789
13 H 2.022 -1.162 2.841  0.204
14 H 0.954 -1.684 1.594  0.009
15 H 1.314 0.870 -0.522  0.215
16 H 0.841 -0.783 -0.178  0.086
17 N 0.274 5.324 3.519  -0.354
18 C -0.419 4.346 3.012  0.558
19 N 0.323 3.589 2.315  -0.133
20 O -1.816 4.215 3.136  -0.824
21 H -0.235 6.022 4.127  0.297
22 H 1.251 5.453 3.393  0.172
23 H -0.041 2.757 1.793  0.094
24 H 1.315 3.447 2.527  0.327
25 C -2.464 -2.487 1.336  -0.406
26 C -1.460 -3.081 2.339  -0.125
27 O -2.120 -3.987 3.217  -0.569
28 H -3.293 -2.066 1.862  0.466
29 H -2.746 -3.374 0.723  0.250
30 H -1.910 -1.723 0.770  -0.268
31 H -0.911 -2.347 2.884  0.222
32 H -0.649 -3.535 1.816  0.042
33 H -2.596 -3.445 3.830  0.359
34 C 0.682 -2.403 -4.292  -1.393
35 C 1.732 -1.471 -3.607  0.586
36 O 2.370 -0.639 -4.575  -0.599
37 H 0.142 -1.945 -5.108  0.394
38 H 0.002 -2.834 -3.623  0.361
39 H 1.179 -3.255 -4.747  0.378
40 H 2.527 -2.079 -3.245  0.276
41 H 1.299 -0.853 -2.834  -0.254
42 H 3.118 -0.212 -4.230  0.332
43 C 1.954 2.017 -2.814  -0.824
44 O 1.686 2.227 -1.432  -0.560
45 H 2.576 1.153 -2.886  0.233
46 H 2.406 2.860 -3.306  0.451
47 H 0.989 1.948 -3.353  0.236
48 H 2.339 2.907 -1.219  0.284
49 C -1.895 0.109 -1.842  -0.025
50 O -2.030 1.416 -2.246  -0.549
51 H -1.904 0.071 -0.699  -0.061
52 H -0.895 -0.256 -2.217  -0.165
53 H -2.703 -0.434 -2.307  0.450
54 H -2.804 1.691 -1.756  0.327
55 C 1.208 -3.249 -0.640  -0.867
56 O 0.299 -2.211 -0.636  -0.750
57 H 2.090 -2.969 -0.032  0.299
58 H 1.429 -3.592 -1.630  0.386
59 H 0.769 -4.130 -0.087  0.334
60 H -0.490 -2.601 -1.076  0.304

## Properties
* total charge: 0
* SMILES: NC(N)=O.NC(N)=O.NC(N)=O.CCO.CCO.CO.CO.CO
* E_HOMO: -8.76 eV
* LUMO level: 0.32 eV
* M: 368.4 u
* ΔE to the lowest compared entry with this formula, charge and spin: 25.5 kcal/mol

---

> Which of these has the lowest M?

C10H33O11

---

> ΔE to the lowest compared entry with this formula, charge and spin of number 2 (C10H33O11)?

35.9 kcal/mol